Entry 1:
{
  "formula": "C25H49Cl3N5O3SiV",
  "method": "the ωB97M-V functional and the def2-TZVPD basis",
  "homo_lumo_gap_ev": [7.91, 8.51],
  "s2": 2.011,
  "homo_ev": [-7.519, -8.122],
  "largest_force_ev_per_a": 2.9,
  "relative_energy_kcal_mol": 0.00,
  "spin_multiplicity": 3,
  "total_energy_ha": -4095.7911,
  "species": ["C", "C", "H", "H", "H", "C", "C", "H", "H", "H", "H", "V", "Cl", "Cl", "H", "H", "C", "C", "N", "H", "C", "O", "H", "H", "H", "H", "H", "H", "C", "C", "N", "H", "C", "O", "H", "H", "H", "H", "O", "C", "C", "C", "H", "C", "H", "C", "H", "C", "C", "H", "H", "H", "Si", "Cl", "C", "C", "C", "H", "H", "H", "H", "H", "H", "H", "H", "H", "C", "N", "C", "C", "N", "N", "C", "C", "H", "H", "H", "H", "H", "H", "H", "H", "H", "H", "H", "H", "H"],
  "xyz": [[-1.50, -1.73, -3.22], [-1.01, -2.69, -2.19], [-1.11, -1.98, -4.21], [-1.20, -0.70, -2.96], [-2.60, -1.75, -3.29], [-0.52, -3.92, -2.42], [-0.25, -4.50, -3.76], [-0.32, -4.59, -1.57], [-0.41, -3.77, -4.56], [-0.88, -5.37, -3.97], [0.79, -4.86, -3.81], [0.00, 0.51, 0.15], [-2.28, 0.74, 0.57], [-0.10, 1.54, -1.88], [0.66, 4.85, 3.45], [-1.35, 5.87, 2.33], [1.03, 4.55, 2.46], [-0.96, 5.53, 1.36], [-0.10, 4.38, 1.55], [1.57, 3.61, 2.53], [-0.31, 3.23, 0.91], [0.48, 2.23, 1.03], [-1.80, 5.27, 0.71], [-1.20, 3.13, 0.29], [1.69, 5.34, 2.10], [-0.41, 6.36, 0.91], [1.41, -1.44, -3.03], [2.42, -3.42, -1.83], [2.24, -0.81, -2.67], [3.26, -2.77, -1.58], [2.82, -1.38, -1.46], [1.87, 0.20, -2.45], [2.65, -0.82, -0.26], [2.10, 0.29, -0.06], [3.70, -3.08, -0.62], [2.99, -1.43, 0.61], [3.00, -0.78, -3.46], [4.02, -2.86, -2.37], [-0.06, -1.20, -0.58], [-1.06, -2.14, -0.76], [0.21, -3.68, 0.82], [-1.00, -3.19, 0.35], [1.14, -3.21, 0.45], [0.21, -4.74, 1.73], [-2.02, -1.60, -0.65], [-2.21, -3.63, 0.89], [1.17, -5.18, 2.02], [-0.98, -5.20, 2.28], [-2.20, -4.62, 1.88], [-3.13, -3.17, 0.52], [-0.98, -5.99, 3.02], [-3.14, -4.92, 2.34], [-0.33, 4.47, -4.57], [-0.45, 2.47, -5.20], [1.51, 4.82, -4.40], [-1.48, 4.54, -3.08], [-0.89, 5.77, -5.82], [2.06, 3.97, -3.99], [1.66, 5.71, -3.77], [1.93, 5.06, -5.40], [-0.23, 5.85, -6.70], [-0.85, 6.73, -5.29], [-1.91, 5.63, -6.19], [-1.28, 3.70, -2.40], [-2.53, 4.46, -3.41], [-1.39, 5.48, -2.52], [1.98, -2.26, 3.52], [0.85, -1.52, 4.06], [0.68, -1.58, 5.49], [0.09, -0.67, 3.29], [0.48, -0.35, 2.08], [-1.05, -0.21, 3.89], [-2.01, -1.14, 4.47], [-1.53, 1.14, 3.72], [2.30, -2.95, 4.30], [2.82, -1.61, 3.24], [1.66, -2.86, 2.66], [0.05, -0.76, 5.84], [0.24, -2.54, 5.76], [1.68, -1.50, 5.95], [1.41, -0.70, 1.92], [-2.31, -0.76, 5.46], [-2.92, -1.22, 3.84], [-1.59, -2.15, 4.57], [-0.70, 1.85, 3.62], [-2.16, 1.23, 2.83], [-2.12, 1.39, 4.62]]
}

Entry 2:
{
  "formula": "C25H49N6PtSe",
  "method": "the ωB97M-V functional and the def2-TZVPD basis",
  "homo_lumo_gap_ev": [5.44, 5.46],
  "homo_ev": [-16.818, -16.816],
  "largest_force_ev_per_a": 2.3,
  "total_charge": 3,
  "relative_energy_kcal_mol": 41.60,
  "total_energy_ha": -3830.3308,
  "species": ["Pt", "N", "C", "C", "N", "C", "C", "N", "C", "C", "N", "H", "H", "H", "H", "H", "H", "H", "H", "H", "H", "H", "H", "H", "H", "H", "H", "H", "H", "C", "C", "C", "C", "H", "H", "H", "H", "H", "H", "H", "H", "H", "C", "C", "C", "C", "N", "C", "Se", "N", "C", "C", "C", "C", "C", "C", "C", "C", "C", "C", "H", "H", "H", "H", "H", "H", "H", "H", "H", "H", "H", "H", "H", "H", "H", "H", "H", "H", "H", "H", "H", "H"],
  "xyz": [[-0.22, 0.28, -0.02], [0.63, 2.13, -0.41], [0.60, 2.53, -1.85], [-0.73, 2.13, -2.42], [-0.93, 0.68, -2.20], [-0.03, -0.13, -3.08], [0.01, -1.57, -2.65], [0.44, -1.63, -1.23], [-2.35, 0.27, -2.36], [-2.98, 0.18, -1.00], [-2.15, -0.74, -0.16], [0.00, 2.76, 0.10], [1.56, 2.26, -0.01], [1.44, 2.06, -2.35], [0.73, 3.61, -1.95], [-0.81, 2.39, -3.48], [-1.53, 2.66, -1.90], [0.97, 0.29, -3.03], [-0.37, -0.06, -4.12], [0.68, -2.12, -3.31], [-0.96, -2.05, -2.73], [1.46, -1.69, -1.18], [0.07, -2.45, -0.78], [-2.38, -0.69, -2.86], [-2.90, 0.97, -2.99], [-4.01, -0.15, -1.10], [-2.99, 1.15, -0.50], [-2.19, -1.68, -0.53], [-2.55, -0.76, 0.78], [-2.76, -0.04, 2.76], [-1.35, 0.51, 2.93], [-1.34, 1.56, 4.05], [-0.72, 1.25, 1.74], [-3.28, -0.03, 3.72], [-2.78, -1.09, 2.45], [-3.37, 0.57, 2.08], [-0.68, -0.30, 3.24], [-2.00, 2.40, 3.82], [-0.34, 1.95, 4.25], [-1.70, 1.10, 4.97], [0.25, 1.66, 2.02], [-1.38, 2.07, 1.40], [5.21, 2.09, 0.42], [6.05, 0.82, 0.20], [5.78, 0.14, -1.14], [4.34, -0.31, -1.35], [4.00, -1.50, -0.54], [3.20, -1.58, 0.57], [2.20, -0.23, 1.30], [3.23, -2.86, 1.01], [2.59, -3.40, 2.24], [3.59, -3.67, 3.36], [4.26, -2.40, 3.92], [5.54, -2.00, 3.18], [4.03, -3.60, 0.19], [4.34, -4.98, 0.21], [5.14, -5.42, -0.80], [5.63, -4.54, -1.82], [5.34, -3.21, -1.84], [4.52, -2.74, -0.79], [5.63, 2.69, 1.23], [4.18, 1.87, 0.70], [5.20, 2.72, -0.48], [5.90, 0.12, 1.03], [7.10, 1.09, 0.23], [6.43, -0.73, -1.24], [6.03, 0.83, -1.95], [4.18, -0.59, -2.39], [3.64, 0.48, -1.08], [2.07, -4.32, 1.95], [1.85, -2.67, 2.56], [4.36, -4.36, 3.01], [3.03, -4.18, 4.14], [4.51, -2.58, 4.96], [3.54, -1.58, 3.92], [6.27, -2.81, 3.22], [6.00, -1.12, 3.63], [5.37, -1.78, 2.12], [3.95, -5.65, 0.97], [5.42, -6.47, -0.83], [6.26, -4.96, -2.60], [5.72, -2.56, -2.61]]
}

Entry 3:
{
  "formula": "C25H50BFI2O11PS",
  "method": "the ωB97M-V functional and the def2-TZVPD basis",
  "homo_lumo_gap_ev": 7.21,
  "homo_ev": -5.498,
  "largest_force_ev_per_a": 4.7,
  "total_charge": -1,
  "relative_energy_kcal_mol": 0.00,
  "total_energy_ha": -3270.0086,
  "species": ["C", "O", "C", "C", "C", "C", "C", "C", "C", "C", "C", "S", "O", "O", "O", "O", "B", "C", "F", "O", "C", "O", "C", "C", "C", "C", "C", "C", "C", "C", "I", "C", "C", "I", "H", "H", "H", "H", "H", "H", "H", "H", "H", "H", "H", "H", "H", "H", "H", "H", "H", "H", "H", "H", "H", "H", "H", "H", "H", "H", "H", "H", "H", "H", "H", "H", "H", "H", "H", "H", "H", "H", "H", "H", "H", "C", "O", "P", "O", "O", "C", "O", "C", "H", "H", "H", "H", "H", "H", "H", "H", "H"],
  "xyz": [[-2.54, 5.38, -2.77], [-1.50, 5.17, -3.70], [-1.62, 3.94, -4.43], [-0.31, 3.13, -4.29], [-0.55, 2.00, -3.29], [0.63, 1.04, -3.05], [1.46, 1.37, -1.80], [0.63, 1.32, -0.50], [-0.65, 0.45, -0.50], [-1.12, 0.05, 0.92], [-0.87, 1.14, 1.96], [-1.98, 1.08, 3.35], [-2.27, 2.43, 3.71], [-3.10, 0.21, 3.11], [-1.12, 0.48, 4.55], [1.77, 2.77, -1.98], [2.95, 2.91, -2.86], [4.05, 4.03, -2.43], [2.65, 3.22, -4.25], [3.40, 1.49, -2.97], [2.94, 0.80, -1.85], [2.95, -0.55, -2.28], [3.23, -1.57, -1.35], [2.08, -1.99, -0.41], [2.02, -3.53, -0.39], [2.22, -1.42, 1.02], [3.05, -2.23, 2.02], [4.56, -2.16, 1.74], [2.82, -1.56, 3.42], [3.97, 1.23, -0.77], [3.45, 2.43, 0.91], [5.27, 0.94, -0.84], [6.31, 1.35, 0.18], [6.12, -0.12, -2.45], [-2.36, 4.80, -1.86], [-2.54, 6.43, -2.48], [-3.52, 5.16, -3.20], [-1.76, 4.23, -5.47], [-2.47, 3.39, -4.02], [0.38, 3.82, -3.83], [0.02, 2.79, -5.26], [-1.39, 1.39, -3.65], [-0.89, 2.46, -2.36], [0.20, 0.03, -2.97], [1.27, 0.98, -3.93], [0.32, 2.34, -0.32], [1.21, 1.03, 0.37], [-1.46, 1.06, -0.90], [-0.59, -0.44, -1.11], [-2.20, -0.07, 0.85], [-0.74, -0.93, 1.22], [0.14, 1.14, 2.36], [-1.08, 2.10, 1.49], [-1.28, -0.47, 4.58], [3.96, 4.37, -1.40], [4.01, 4.89, -3.10], [5.05, 3.59, -2.53], [3.48, -2.45, -1.96], [4.11, -1.39, -0.74], [1.15, -1.68, -0.90], [1.70, -3.91, -1.36], [1.37, -3.89, 0.41], [3.02, -3.92, -0.22], [1.22, -1.28, 1.43], [2.68, -0.43, 0.97], [2.71, -3.26, 2.14], [4.91, -2.95, 1.07], [4.75, -1.22, 1.23], [5.15, -2.13, 2.66], [2.10, -0.74, 3.31], [3.72, -1.09, 3.80], [2.38, -2.25, 4.14], [6.04, 0.92, 1.14], [7.29, 0.97, -0.09], [6.38, 2.43, 0.24], [-4.72, -2.10, 3.26], [-5.36, -3.39, 3.16], [-5.87, -3.80, 1.70], [-4.92, -3.34, 0.69], [-7.24, -2.90, 1.70], [-7.93, -2.52, 2.89], [-6.58, -5.12, 1.08], [-7.07, -6.13, 1.97], [-4.74, -1.84, 4.31], [-3.69, -2.16, 2.92], [-5.26, -1.34, 2.69], [-7.70, -1.48, 3.13], [-7.66, -3.14, 3.75], [-9.00, -2.61, 2.71], [-7.83, -5.73, 2.64], [-6.26, -6.57, 2.55], [-7.52, -6.91, 1.36]]
}

Entry 4:
{
  "formula": "C25H50BrCl2O10",
  "method": "the ωB97M-V functional and the def2-TZVPD basis",
  "homo_lumo_gap_ev": 6.58,
  "homo_ev": -4.593,
  "largest_force_ev_per_a": 4.7,
  "total_charge": -1,
  "total_energy_ha": -5229.3804,
  "species": ["C", "C", "Cl", "C", "Cl", "C", "C", "O", "O", "O", "C", "O", "O", "C", "C", "C", "C", "Br", "H", "H", "H", "H", "H", "H", "H", "H", "H", "H", "C", "C", "C", "O", "H", "H", "H", "H", "H", "H", "H", "H", "C", "C", "C", "O", "H", "H", "H", "H", "H", "H", "H", "H", "C", "C", "C", "O", "H", "H", "H", "H", "H", "H", "H", "H", "C", "C", "C", "O", "H", "H", "H", "H", "H", "H", "H", "H", "C", "C", "C", "O", "H", "H", "H", "H", "H", "H", "H", "H"],
  "xyz": [[-0.26, 0.86, -1.26], [0.02, 0.01, 0.01], [1.18, 0.68, 1.20], [-0.58, -1.20, 0.21], [-0.10, -2.09, 1.72], [-1.60, -1.89, -0.75], [-2.39, -2.94, 0.18], [-3.12, -2.52, 1.11], [-2.32, -4.21, -0.03], [-1.11, -2.58, -1.92], [-1.53, -1.85, -3.05], [-1.12, -2.07, -4.15], [-2.43, -0.82, -2.75], [-2.79, -1.10, -1.36], [-3.50, 0.04, -0.54], [-5.06, -0.12, -0.75], [-5.84, -0.62, 0.51], [-5.74, 0.65, 2.03], [0.56, 1.62, -1.39], [-1.19, 1.47, -1.07], [-0.31, 0.28, -2.21], [-3.55, -1.92, -1.51], [-3.21, 1.07, -0.86], [-3.26, -0.04, 0.56], [-5.46, 0.90, -1.01], [-5.34, -0.79, -1.60], [-6.93, -0.68, 0.20], [-5.57, -1.66, 0.83], [-10.52, -1.08, 1.24], [-10.07, 0.19, 0.53], [-11.14, 0.70, -0.42], [-8.87, -0.08, -0.20], [-10.71, -1.88, 0.52], [-9.73, -1.44, 1.91], [-11.42, -0.90, 1.83], [-9.83, 0.96, 1.26], [-11.36, -0.05, -1.20], [-10.80, 1.60, -0.94], [-12.06, 0.93, 0.11], [-9.07, -0.76, -0.86], [5.29, 2.57, 3.57], [4.08, 3.28, 3.01], [3.69, 4.48, 3.86], [2.98, 2.37, 2.94], [5.09, 2.19, 4.58], [5.56, 1.71, 2.95], [6.16, 3.24, 3.62], [4.28, 3.62, 1.99], [3.43, 4.17, 4.88], [2.81, 4.98, 3.45], [4.50, 5.21, 3.92], [2.79, 2.07, 3.84], [4.77, 2.23, -2.32], [3.61, 1.26, -2.47], [3.76, 0.40, -3.72], [2.38, 1.98, -2.53], [4.81, 2.92, -3.17], [4.64, 2.84, -1.43], [5.72, 1.70, -2.25], [3.56, 0.61, -1.59], [3.77, 1.03, -4.62], [2.92, -0.28, -3.82], [4.68, -0.18, -3.69], [2.41, 2.55, -3.30], [0.17, -5.73, -5.73], [1.05, -4.81, -6.56], [0.41, -3.45, -6.73], [1.27, -5.40, -7.85], [-0.80, -5.89, -6.21], [0.64, -6.72, -5.62], [0.00, -5.32, -4.73], [2.03, -4.71, -6.09], [-0.55, -3.53, -7.24], [1.04, -2.80, -7.34], [0.25, -2.97, -5.76], [0.41, -5.50, -8.28], [8.50, 1.20, 6.13], [7.69, 2.35, 6.70], [7.95, 2.53, 8.19], [6.30, 2.11, 6.48], [8.22, 0.26, 6.61], [8.29, 1.08, 5.06], [9.57, 1.36, 6.26], [7.94, 3.27, 6.17], [7.66, 1.63, 8.74], [7.36, 3.35, 8.58], [9.01, 2.73, 8.38], [6.06, 1.30, 6.95]]
}

Entry 5:
{
  "formula": "C25H50CeCl2P2",
  "method": "the ωB97M-V functional and the def2-TZVPD basis",
  "homo_lumo_gap_ev": [7.16, 7.20],
  "homo_ev": [-6.734, -6.736],
  "largest_force_ev_per_a": 2.3,
  "total_energy_ha": -3060.6643,
  "species": ["Ce", "Cl", "P", "C", "C", "C", "C", "H", "C", "H", "H", "H", "H", "H", "H", "H", "C", "C", "H", "H", "H", "H", "H", "H", "C", "H", "C", "H", "H", "H", "H", "H", "H", "H", "H", "P", "C", "C", "C", "C", "H", "C", "H", "H", "H", "H", "H", "H", "H", "C", "C", "H", "H", "H", "H", "H", "H", "C", "H", "C", "H", "H", "H", "H", "H", "H", "Cl", "C", "C", "C", "C", "C", "C", "C", "H", "H", "H", "H", "H", "H"],
  "xyz": [[0.03, 0.01, -0.56], [-0.06, 0.13, -3.18], [-0.48, -2.82, -1.08], [0.56, -3.58, -2.41], [-0.21, -3.85, 0.46], [-2.23, -2.98, -1.67], [1.92, -2.86, -2.48], [0.00, -3.37, -3.34], [0.74, -5.10, -2.29], [1.35, -5.36, -1.41], [1.28, -5.45, -3.18], [-0.21, -5.64, -2.24], [1.81, -1.82, -2.79], [2.55, -3.37, -3.23], [2.45, -2.89, -1.52], [-2.21, -2.43, -2.63], [-3.22, -2.26, -0.73], [-2.62, -4.44, -1.96], [-2.08, -4.85, -2.81], [-3.69, -4.47, -2.22], [-2.47, -5.09, -1.09], [-2.75, -1.51, -0.07], [-3.77, -2.99, -0.12], [-3.95, -1.71, -1.35], [1.21, -3.67, 1.01], [-0.33, -4.89, 0.11], [-1.24, -3.57, 1.55], [1.99, -3.99, 0.31], [1.32, -4.28, 1.91], [1.42, -2.62, 1.29], [-1.17, -2.54, 1.93], [-1.05, -4.25, 2.40], [-2.27, -3.76, 1.23], [1.61, -0.51, 0.20], [-1.69, 0.61, -0.60], [0.34, 3.00, -0.98], [-0.82, 3.79, -2.19], [0.26, 4.05, 0.56], [2.02, 3.15, -1.76], [-2.18, 3.08, -2.15], [-0.35, 3.61, -3.17], [-1.00, 5.30, -2.00], [-1.53, 5.54, -1.06], [-1.62, 5.69, -2.82], [-0.05, 5.86, -2.02], [-2.10, 2.04, -2.48], [-2.88, 3.60, -2.83], [-2.61, 3.09, -1.13], [1.87, 2.65, -2.74], [3.09, 2.37, -0.97], [2.39, 4.61, -2.02], [1.75, 5.07, -2.80], [3.42, 4.66, -2.40], [2.33, 5.23, -1.11], [2.69, 1.75, -0.15], [3.84, 3.07, -0.56], [3.61, 1.68, -1.65], [-1.11, 3.86, 1.24], [0.36, 5.09, 0.21], [1.40, 3.78, 1.55], [-1.90, 4.42, 0.73], [-1.06, 4.25, 2.27], [-1.42, 2.81, 1.29], [1.45, 2.72, 1.86], [1.23, 4.38, 2.46], [2.38, 4.08, 1.16], [-2.36, 0.57, 4.15], [-0.83, -0.14, 4.39], [-0.45, -0.52, 5.67], [0.82, -1.06, 5.91], [1.72, -1.19, 4.84], [1.35, -0.80, 3.55], [0.07, -0.26, 3.29], [-0.29, 0.23, 1.98], [-1.16, -0.38, 6.48], [1.09, -1.38, 6.92], [2.72, -1.59, 5.01], [2.04, -0.90, 2.70], [-1.36, 0.21, 1.69], [0.29, 1.11, 1.65]]
}